A single C5H11N3O6 molecule, computed with the ωB97M-V functional and the def2-TZVPD basis.

Properties
Calculated total energy, a.u.: -812.58466
Orbital gap, Ha: 0.3614
Highest occupied orbital energy, eV: -9.15
SMILES string: CCO[C@](O)(OC)C(=O)O/[N+]([O-])=N/N

Each line ends with the Mulliken charge.
Geometry (Å):
C1 2.82750 0.89973 -1.40274  -1.136
C2 1.78971 -0.14224 -1.00973  -0.259
O1 0.69467 0.57734 -0.41524  -0.228
C3 0.26174 0.19993 0.86403  0.452
O2 1.11421 0.49016 1.89980  -0.559
O3 -0.06011 -1.15040 0.91907  -0.443
C4 -0.71184 -1.55519 2.18452  -0.675
C5 -1.13557 1.05707 1.03255  0.926
O4 -1.15971 2.25421 1.14668  -0.583
O5 -2.25617 0.25969 1.13468  -0.383
N1 -2.42707 -0.35438 -0.11820  1.059
O6 -2.96922 -1.44131 -0.22516  -0.705
N2 -1.87743 0.46427 -0.92265  -0.088
N3 -1.98366 0.07720 -2.20373  -0.599
H1 3.60305 0.45134 -2.03104  0.356
H2 2.22159 1.64431 -1.74751  0.379
H3 3.38082 1.38977 -0.55050  0.259
H4 2.08334 -1.08985 -0.48464  0.358
H5 1.16649 -0.53135 -2.07332  0.168
H6 1.51309 1.32456 1.79290  0.374
H7 -0.01725 -2.24008 2.65292  0.336
H8 -1.74420 -1.95611 1.97018  0.221
H9 -0.67434 -0.61955 2.86341  0.323
H10 -1.91463 0.83055 -2.86367  0.224
H11 -1.72501 -0.83966 -2.41260  0.223



A molecular structure, C13H23CsN2O10P2S, computed with the ωB97M-V functional and the def2-TZVPD basis.

Properties
Calculated total energy, a.u.: -2472.37524
Orbital gap, Ha: 0.2844
Highest occupied orbital energy, eV: -7.75

Each line ends with the Mulliken charge.
Geometry (Å):
Cs1 3.20264 -2.13418 -0.03468  1.138
C1 -0.12436 2.97835 1.68774  -1.993
C2 0.09392 2.08922 0.46132  1.344
O1 -0.92672 1.67821 -1.74884  -0.669
P1 2.86102 1.76323 0.59722  0.395
O2 3.60235 3.15597 0.92710  -0.494
O3 2.49814 1.21792 2.03744  -0.527
O4 3.74962 0.88245 -0.17420  -0.740
P2 -0.14662 0.24852 0.81202  0.812
O5 -0.21722 0.14315 2.43584  -0.598
O6 -1.47113 -0.19112 0.27345  -0.840
O7 1.09043 -0.45887 0.35370  -0.579
H1 0.18091 4.00133 1.46164  0.369
H2 0.40992 2.62689 2.56778  0.456
H3 -1.18450 3.00312 1.94549  0.452
H4 -1.21880 0.78607 -1.48789  0.485
H5 4.55545 3.06613 0.81020  0.323
H6 2.34690 1.92375 2.67697  0.319
H7 -1.14119 0.02043 2.68599  0.307
O8 2.24508 -2.35504 3.22191  -0.159
C3 1.15296 -2.60193 3.34550  0.123
N1 -2.87115 5.57063 -1.31577  -0.452
C4 -2.42803 4.55313 -0.50901  0.238
O9 -3.02560 4.23141 0.50244  -0.624
C5 -1.15347 3.88861 -0.91630  -0.176
C6 -0.19834 4.55611 -1.56749  -0.404
C7 1.09665 4.01068 -1.90515  -0.980
C8 1.75590 3.03487 -1.26826  -0.269
N2 1.44987 2.29518 -0.12211  0.991
C9 -1.03039 2.43365 -0.55549  -0.977
H8 -3.79304 5.91443 -1.10043  0.272
H9 -2.61256 5.54636 -2.28729  0.218
H10 -0.38350 5.58532 -1.85892  0.531
H11 1.61799 4.45594 -2.74246  0.386
H12 2.73617 2.77817 -1.65675  0.361
H13 -1.94470 2.16405 -0.02637  1.066
C10 -0.46181 -7.00220 0.07168  -1.092
C11 -0.17921 -6.31243 -1.25067  -0.496
S1 0.57954 -4.68391 -1.09116  0.343
O10 1.79515 -4.85454 -0.21997  -0.683
C12 -0.62756 -3.83216 -0.06514  0.620
C13 -1.97149 -3.63478 -0.74473  -1.254
H14 -0.68575 -8.05520 -0.09700  0.372
H15 -1.31549 -6.55907 0.58391  0.263
H16 0.40883 -6.93739 0.72451  0.293
H17 -1.07449 -6.16827 -1.85953  0.380
H18 0.53760 -6.87305 -1.85194  0.396
H19 -0.15006 -2.87027 0.13097  -0.632
H20 -0.68735 -4.37372 0.88006  0.337
H21 -1.85022 -3.19291 -1.73459  0.332
H22 -2.57247 -2.93934 -0.16072  0.313
H23 -2.51988 -4.57288 -0.84201  0.404



A molecular structure, C28H21N4PdS, computed with the ωB97M-V functional and the def2-TZVPD basis.

Properties
Calculated total energy, a.u.: -1824.66783
Orbital gap (spin up / spin down), Ha: 0.1979 / 0.2314
Highest occupied orbital energy (spin up / spin down), eV: -2.52 / -4.36
Multiplicity: 3
Net charge: -1
Expectation value of S²: 2.07

Each line ends with the Mulliken charge.
Geometry (Å):
Pd1 -2.24994 1.43735 -0.66248  0.458
N1 -0.67319 4.80104 -2.95033  -0.515
C1 -1.03807 3.61397 -2.33109  0.462
S1 -2.21314 3.73067 -1.03332  -0.452
N2 -0.51414 2.51784 -2.77102  -1.121
N3 -0.98719 1.39959 -2.16921  0.363
C2 -0.42478 0.19766 -2.38617  -0.413
C3 0.77602 0.04373 -3.23240  0.433
C4 0.81134 -0.85948 -4.29608  -0.160
C5 1.96793 -1.03493 -5.04115  -0.637
C6 3.10857 -0.30499 -4.74269  -0.383
C7 3.07674 0.61510 -3.70244  -0.686
C8 1.92220 0.79428 -2.95979  -0.244
C9 -1.01921 -0.88969 -1.70051  0.506
C10 -0.53596 -2.22391 -1.72850  -0.477
C11 -1.19821 -3.21017 -1.05361  -0.609
C12 -2.37036 -2.89508 -0.33661  -0.666
C13 -2.76180 -1.57883 -0.28175  -0.324
N4 -2.12098 -0.59301 -0.91105  -0.239
H1 -0.67587 5.59909 -2.33664  0.217
H2 0.15819 4.71120 -3.51408  0.238
H3 -0.08531 -1.41503 -4.54137  0.528
H4 1.97440 -1.74374 -5.86104  0.352
H5 4.01755 -0.45306 -5.31310  0.368
H6 3.96183 1.19200 -3.46131  0.364
H7 1.89710 1.50853 -2.14803  0.486
H8 0.37301 -2.43787 -2.27137  0.430
H9 -0.82413 -4.22659 -1.06220  0.406
H10 -2.92777 -3.65416 0.19276  0.405
H11 -3.62790 -1.27935 0.29398  0.506
C14 -2.92841 1.23116 1.22715  -1.434
C15 -1.98454 0.81063 1.92351  0.300
C16 -0.86426 0.30052 2.56674  0.321
C17 0.31057 1.17417 2.71823  0.301
C18 1.17664 1.05445 3.81391  -0.269
C19 2.26124 1.90224 3.96614  -0.690
C20 2.51389 2.89680 3.03275  -0.392
C21 1.66458 3.03220 1.94086  -0.782
C22 0.58242 2.18593 1.78546  -0.066
C23 -0.84642 -1.09785 2.96299  0.754
C24 0.34347 -1.83697 3.07786  -0.425
C25 0.31856 -3.18353 3.39330  -0.734
C26 -0.88656 -3.83839 3.61221  -0.437
C27 -2.07393 -3.12473 3.50086  -0.684
C28 -2.05565 -1.78258 3.17712  -0.391
H12 0.97714 0.30220 4.56737  0.537
H13 2.91365 1.78895 4.82445  0.355
H14 3.35911 3.56243 3.15930  0.372
H15 1.84984 3.80492 1.20421  0.408
H16 -0.06800 2.29661 0.92921  0.254
H17 1.29168 -1.35695 2.87722  0.530
H18 1.24889 -3.73567 3.45743  0.373
H19 -0.90010 -4.89386 3.85503  0.382
H20 -3.02069 -3.62806 3.65856  0.393
H21 -2.98004 -1.22682 3.08073  0.429